This record from the OMol25 dataset describes a cluster of 2 separate species, C6H10O in total. The level of theory is the ωB97M-V functional and the def2-TZVPD basis.

```
! RIJCOSX wB97M-V def2-TZVPD def2/J DEFGRID3
* xyz 0 1
O -0.192 0.372 1.826
H -1.742 -0.495 -0.286
H -0.909 1.001 1.698
H 0.951 2.036 1.250
H 2.260 -0.526 2.246
H 3.031 1.160 2.076
H 1.460 -2.178 -1.306
H 0.459 -0.308 -2.468
C -0.034 -0.707 -1.587
H -3.048 0.952 -1.819
C 2.152 0.536 2.062
C 0.515 -1.758 -0.990
H -1.571 0.938 -2.963
H 0.009 -2.238 -0.159
C -2.079 0.556 -2.085
C 0.984 1.050 1.709
C -1.367 -0.208 -1.262
*
```

As for the SMILES: C=CC=C.C=CO. As for the energy relative to the best compared isomer or geometry (same formula, charge and spin): 197.0 kJ/mol. The calculation puts the HOMO-LUMO gap at 9.7 eV. The value obtained for the molar mass is 98.1 g/mol.

This record from the OMol25 dataset describes a cluster of 2 separate species, C6H10O in total. The level of theory is the ωB97M-V functional and the def2-TZVPD basis.

```
! RIJCOSX wB97M-V def2-TZVPD def2/J DEFGRID3
* xyz 0 1
H 0.521 -1.134 -2.211
H 0.669 1.404 -1.202
H -2.537 1.171 0.140
C 1.051 1.251 -0.182
H -1.090 0.211 1.973
C 1.572 -1.119 0.927
C 0.173 -0.929 0.481
O 0.026 1.424 0.799
H 1.835 1.980 0.027
C 1.407 -0.166 0.059
H -0.294 -1.639 -0.205
H -2.571 -0.610 0.062
H 2.254 -1.677 1.552
C -1.934 0.276 -0.032
H 1.232 -0.973 -2.056
C -0.753 0.220 0.931
H -1.562 0.310 -1.064
*
```

As for the SMILES: C[C@@H]1OCC2=C[C@H]21.[H][H]. As for the energy relative to the best compared isomer or geometry (same formula, charge and spin): 405.3 kJ/mol. The calculation puts the HOMO-LUMO gap at 10.1 eV. The value obtained for the molar mass is 98.1 g/mol.

This record from the OMol25 dataset describes the molecule C6H10O. The level of theory is the ωB97M-V functional and the def2-TZVPD basis.

```
! RIJCOSX wB97M-V def2-TZVPD def2/J DEFGRID3
* xyz 0 1
H -0.082 2.314 -0.872
H 0.274 -2.567 -0.871
C -1.905 0.121 0.350
H -2.056 -0.273 -0.661
C 1.248 -0.634 -0.668
H 1.660 2.024 -1.035
O -0.238 -1.543 0.860
C -0.470 -0.138 0.801
H 0.957 2.385 0.552
C 0.583 0.392 -0.149
H -2.143 1.191 0.353
C 0.733 -1.926 -0.102
H 2.055 -0.577 -1.392
H 1.520 -2.514 0.391
C 0.791 1.853 -0.393
H -2.599 -0.389 1.025
H -0.329 0.280 1.811
*
```

As for the SMILES: CC1=CCO[C@@H]1C. As for the energy relative to the best compared isomer or geometry (same formula, charge and spin): 27.6 kJ/mol. The calculation puts the HOMO-LUMO gap at 9.9 eV. The value obtained for the molar mass is 98.1 g/mol.